(1)
The following is a DFT calculation (ωB97M-V/def2-TZVPD) of one molecule with the formula CHNOS.

The calculation puts the orbital gap at 10.18 eV. Its HOMO energy is -9.71 eV.

The geometry in ORCA input format:
```
! RIJCOSX wB97M-V def2-TZVPD def2/J DEFGRID3
* xyz 0 1
S -2.359 -0.146 0.376
O -2.864 0.935 -0.447
N -1.189 -1.365 -0.471
C -0.631 -0.369 0.009
H 0.315 0.139 -0.062
*
```

---

(2)
The following is a DFT calculation (ωB97M-V/def2-TZVPD) of a 2-piece molecular cluster, CHNOS overall.

The calculation puts the orbital gap (spin up / spin down) at 7.80 / 7.76 eV. Its HOMO energy (spin up / spin down) is -8.95 / -8.94 eV. As for the SMILES: C#N.O=S.

The geometry in ORCA input format:
```
! RIJCOSX wB97M-V def2-TZVPD def2/J DEFGRID3
* xyz 0 1
S 2.628 -0.231 -0.371
O 2.030 -1.569 -0.277
N -0.731 0.612 -0.535
C -1.548 0.495 0.233
H -2.379 0.693 0.950
*
```

---

So which one is most stable? That would be (1), about 0.0076 hartree below the next structure.

---

(1)
The following is a DFT calculation (ωB97M-V/def2-TZVPD) of one molecule with the formula C4H9O2P.

The calculation puts the orbital gap (spin up / spin down) at 9.13 / 6.19 eV. Its HOMO energy (spin up / spin down) is -8.58 / -6.47 eV.

The geometry in ORCA input format:
```
! RIJCOSX wB97M-V def2-TZVPD def2/J DEFGRID3
* xyz 0 1
P -1.520 -1.226 -0.553
O -1.901 0.959 1.008
O 0.642 -0.102 -1.182
C -1.106 0.528 0.041
C 1.379 -0.554 1.246
C 0.039 1.082 -0.667
C 1.588 -0.753 -0.217
H 0.695 -1.321 1.726
H -1.583 1.666 1.536
H 1.488 -1.706 -0.675
H 0.780 1.705 -0.064
H -0.333 1.637 -1.531
H -1.612 -0.608 -1.838
H 1.766 0.338 1.854
H 2.568 -0.261 -0.309
H -2.890 -1.384 -0.374
*
```

---

(2)
The following is a DFT calculation (ωB97M-V/def2-TZVPD) of a 2-piece molecular cluster, C4H9O2P overall.

The calculation puts the orbital gap at 10.45 eV. Its HOMO energy is -9.74 eV.

The geometry in ORCA input format:
```
! RIJCOSX wB97M-V def2-TZVPD def2/J DEFGRID3
* xyz 0 1
P -0.014 -0.314 0.020
O -1.335 -0.907 -0.064
O -3.787 0.031 0.031
C -0.037 1.194 -1.132
C 1.406 -1.318 -0.676
C -2.855 0.679 0.105
C 0.490 0.160 1.730
H 1.384 0.896 1.694
H -0.732 1.786 -0.659
H 1.044 -1.483 -1.779
H -0.465 0.734 2.256
H -0.373 0.795 -2.004
H 1.558 -2.262 -0.156
H 0.856 1.607 -1.276
H 0.511 -0.822 2.362
H 2.350 -0.775 -0.453
*
```

---

So which one is most stable? That would be (2), about 0.1982 hartree below the next structure.

---

(1)
The following is a DFT calculation (ωB97M-V/def2-TZVPD) of one molecule with the formula C4H9O2P.

The calculation puts the orbital gap at 8.88 eV. Its HOMO energy is -8.07 eV. As for the SMILES: C=P1(C)OCCO1.

The geometry in ORCA input format:
```
! RIJCOSX wB97M-V def2-TZVPD def2/J DEFGRID3
* xyz 0 1
P -0.783 0.071 0.239
O 0.076 0.228 -1.114
O 0.646 -0.106 1.181
C 1.812 0.355 0.492
C 1.467 0.355 -1.004
C -1.347 -1.667 -0.069
C -1.970 1.278 0.470
H 2.710 -0.396 0.654
H 1.672 1.388 -1.523
H -1.898 -1.575 -0.978
H -1.939 -1.884 0.805
H -1.481 2.266 0.495
H 2.132 1.286 0.968
H -0.447 -2.274 -0.267
H 2.040 -0.310 -1.598
H -2.690 0.983 1.250
*
```

---

(2)
The following is a DFT calculation (ωB97M-V/def2-TZVPD) of one molecule with the formula C4H9O2P.

The calculation puts the orbital gap (spin up / spin down) at 9.18 / 7.02 eV. Its HOMO energy (spin up / spin down) is -8.87 / -7.08 eV.

The geometry in ORCA input format:
```
! RIJCOSX wB97M-V def2-TZVPD def2/J DEFGRID3
* xyz 0 1
P -1.034 -1.545 1.364
O -1.677 0.793 2.136
O -0.410 -0.197 -1.128
C 0.739 -0.031 -1.850
C -0.825 0.219 1.203
C 2.088 -0.125 -0.977
C -0.694 0.794 -0.104
H -1.587 1.378 -0.246
H 2.012 0.216 -0.045
H 0.797 -0.799 -2.628
H 0.659 0.925 -2.374
H 2.789 -1.024 -1.307
H -2.237 1.529 1.932
H 0.172 1.382 -0.232
H 0.371 -1.989 1.398
H -1.163 -1.525 2.858
*
```

---

So which one is most stable? That would be (1), about 0.1789 hartree below the next structure.